[1]
Below is a cluster of 2 separate species, CH7N2O in total at a distorted geometry, with properties calculated with ωB97M-V with the def2-TZVPD basis set.

```
! RIJCOSX wB97M-V def2-TZVPD def2/J DEFGRID3
* xyz -1 1
O 2.2744 0.6975 0.4296
H 2.4002 1.5515 -0.0029
N -0.1327 -1.4272 -0.3791
C -1.0790 -0.3158 -0.2420
N -0.5516 0.7022 0.6126
H 0.7017 -1.1093 -0.8473
H 0.1089 -1.7258 0.5557
H -1.2822 0.0158 -1.2851
H -1.9997 -0.7764 0.1180
H 0.4936 0.7586 0.5804
H -0.9336 1.6289 0.4600
*
```

The HOMO energy comes out at -2.83 eV. The calculation puts the orbital gap at 0.2726 hartree.

---

[2]
Below is a cluster of 2 separate species, CH7N2O in total at a distorted geometry, with properties calculated with ωB97M-V with the def2-TZVPD basis set.

```
! RIJCOSX wB97M-V def2-TZVPD def2/J DEFGRID3
* xyz -1 1
N 0.3098 2.6700 -1.2806
H 1.1416 2.0887 -1.1852
H -0.3918 2.1430 -0.7883
H 0.4605 3.5992 -0.9038
N -0.8843 -0.9256 1.4581
C -0.0196 -1.5289 0.3343
O 0.5549 -0.6721 -0.4698
H -1.6724 -0.4556 1.0326
H -0.2849 -0.1874 1.8255
H -0.7490 -2.2507 -0.1147
H 0.6788 -2.1210 0.9817
*
```

The HOMO energy comes out at -2.52 eV. The calculation puts the orbital gap at 0.2613 hartree.

---

[3]
Below is a cluster of 2 separate species, CH7N2O in total, with properties calculated with ωB97M-V with the def2-TZVPD basis set.

```
! RIJCOSX wB97M-V def2-TZVPD def2/J DEFGRID3
* xyz 1 1
N -2.1719 -0.1469 1.3730
H -2.4831 -0.9695 0.8505
H -1.1294 -0.1682 1.4380
H -2.3989 0.7412 0.9265
H -2.6248 -0.1924 2.2872
C 1.1232 -0.1858 -0.3192
N 1.7058 0.2686 -1.4258
O -0.0321 0.1077 -0.0009
H 1.7241 -0.8234 0.3325
H 2.4690 -0.2474 -1.8379
H 1.1381 0.7939 -2.0829
*
```

The HOMO energy comes out at -14.62 eV. The calculation puts the orbital gap at 0.4051 hartree.

---

[4]
Below is a cluster of 2 separate species, CH7N2O2P in total at a distorted geometry, with properties calculated with ωB97M-V with the def2-TZVPD basis set.

```
! RIJCOSX wB97M-V def2-TZVPD def2/J DEFGRID3
* xyz 0 1
C -1.6644 1.0468 0.1913
N -0.5228 -1.6758 0.2208
N -0.1362 -0.4374 -0.1722
O 2.3031 -0.6403 -0.3363
O 1.2178 1.6626 -0.4577
P 1.2294 0.3417 0.4835
H -1.4436 1.4920 1.1788
H -1.5358 1.4310 -0.8402
H -2.5379 0.3174 0.3161
H -0.5069 -2.2604 -0.5867
H -0.0530 -1.9640 1.0409
H 3.0999 -0.8499 0.1029
H 0.5506 1.5363 -1.1413
*
```

The HOMO energy (spin up / spin down) comes out at -8.24 / -8.24 eV. The calculation puts the orbital gap (spin up / spin down) at 0.3223 / 0.3223 hartree.

---

[5]
Below is the molecule CH7N2P3 at a distorted geometry, with properties calculated with ωB97M-V with the def2-TZVPD basis set.

```
! RIJCOSX wB97M-V def2-TZVPD def2/J DEFGRID3
* xyz 0 1
H 3.7709 -0.8450 -1.3884
P 3.0848 0.0494 -0.3961
N 1.7078 -0.7856 -0.2882
P 0.3773 -0.5507 0.7562
C 0.3004 1.4627 0.8499
N -0.9464 -1.0750 -0.4038
P -2.5242 -0.5146 -0.0371
H 1.2709 1.8426 0.8919
H -0.3860 1.6302 1.6487
H -0.2161 1.9006 -0.0204
H -0.5978 -0.5007 -1.1627
H -2.5982 -1.6467 0.6690
H -3.2433 -0.9672 -1.1192
*
```

The HOMO energy comes out at -8.58 eV. The calculation puts the orbital gap at 0.2793 hartree.

---

[6]
Below is a cluster of 2 separate species, CH7N2S in total at a distorted geometry, with properties calculated with ωB97M-V with the def2-TZVPD basis set.

```
! RIJCOSX wB97M-V def2-TZVPD def2/J DEFGRID3
* xyz -1 1
S -1.5687 2.3084 -1.3680
H -0.5801 2.7500 -2.2832
N 1.1257 0.3357 0.5107
C 0.0674 -0.7592 0.8414
N -0.3345 -1.5666 -0.3332
H 0.5717 1.1660 0.2326
H 1.4483 0.5106 1.5617
H -0.8848 -0.4797 1.3793
H 0.5832 -1.4702 1.4469
H 0.4709 -1.5606 -0.9149
H -0.8992 -1.2344 -1.0733
*
```

The HOMO energy comes out at -2.73 eV. The calculation puts the orbital gap at 0.2514 hartree.

---

Respective energy above the lowest of the compared OMol25 structures with the same formula, charge and spin values: 36.9; 32.5; 9.0; 382.9; 87.9; 98.7 kJ/mol.